Record 1
# C41H41Cl3N8

A 9-piece molecular cluster, C41H41Cl3N8 overall at a distorted geometry (wB97M-V/def2-TZVPD, the Open Molecules 2025 dataset).

Energy above the lowest of the compared OMol25 structures with the same formula, charge and spin, eV: 0.000
Charge: +1
Calculated total energy, eV: -92657.2558
2S+1: 2

Positions of all 93 atoms, in Å:
N  -4.150  -6.973  -19.626
C  -3.098  -7.466  -18.951
C  -2.655  -8.797  -19.049
C  -3.339  -9.626  -19.894
C  -4.410  -9.189  -20.677
C  -4.779  -7.848  -20.435
H  -2.637  -6.750  -18.286
H  -1.921  -9.230  -18.386
H  -3.082  -10.672  -19.964
H  -4.999  -9.829  -21.317
H  -5.726  -7.476  -20.797
N  -1.054  -9.370  -14.975
C  -1.823  -9.160  -13.907
C  -2.827  -10.029  -13.446
C  -2.957  -11.228  -14.165
C  -2.210  -11.480  -15.322
C  -1.217  -10.525  -15.636
H  -1.770  -8.176  -13.465
H  -3.479  -9.807  -12.615
H  -3.686  -11.986  -13.920
H  -2.301  -12.391  -15.894
H  -0.557  -10.683  -16.475
N  5.095  -3.086  -14.020
C  5.119  -4.252  -14.733
C  4.584  -4.373  -16.026
C  3.935  -3.283  -16.562
C  3.946  -2.106  -15.816
C  4.501  -2.020  -14.550
H  5.713  -5.052  -14.315
H  4.631  -5.310  -16.560
H  3.581  -3.312  -17.582
H  3.599  -1.156  -16.196
H  4.674  -1.037  -14.137
N  0.159  -4.389  -23.181
C  0.334  -5.758  -23.345
C  -0.100  -6.701  -22.329
C  -0.591  -6.130  -21.155
C  -0.802  -4.755  -20.954
C  -0.511  -3.961  -22.102
H  0.796  -6.214  -24.208
H  0.031  -7.765  -22.460
H  -1.102  -6.711  -20.401
H  -1.153  -4.255  -20.064
H  -0.543  -2.882  -22.060
N  2.708  -7.118  -12.272
C  2.378  -6.396  -13.404
C  2.180  -5.056  -13.391
C  2.485  -4.342  -12.255
C  2.857  -5.001  -11.114
C  2.976  -6.386  -11.152
H  2.190  -6.882  -14.350
H  1.883  -4.602  -14.325
H  2.348  -3.273  -12.201
H  2.998  -4.526  -10.154
H  3.269  -7.010  -10.320
N  5.423  -4.588  -20.443
C  4.181  -5.073  -20.121
C  2.955  -4.513  -20.534
C  3.110  -3.337  -21.316
C  4.345  -2.846  -21.720
C  5.457  -3.478  -21.228
H  4.091  -5.909  -19.443
H  2.059  -4.955  -20.123
H  2.199  -2.918  -21.716
H  4.490  -1.993  -22.367
H  6.449  -3.170  -21.528
N  -1.043  -11.296  -22.648
C  -0.016  -10.542  -22.168
C  0.227  -10.479  -20.796
C  -0.326  -11.434  -19.938
C  -1.211  -12.424  -20.493
C  -1.564  -12.297  -21.878
H  0.362  -9.731  -22.773
H  0.870  -9.677  -20.465
H  -0.136  -11.301  -18.884
H  -1.624  -13.221  -19.891
H  -2.226  -13.018  -22.334
N  -0.122  -5.340  -16.238
C  -0.516  -4.244  -16.950
C  -1.843  -3.842  -17.187
C  -2.827  -4.527  -16.551
C  -2.481  -5.683  -15.873
C  -1.128  -6.119  -15.751
H  0.320  -3.723  -17.392
H  -2.031  -2.926  -17.728
H  -3.859  -4.222  -16.641
H  -3.240  -6.317  -15.440
H  -0.829  -6.953  -15.133
C  1.650  -8.403  -17.282
Cl  2.387  -10.019  -17.566
Cl  0.460  -8.004  -18.523
Cl  2.852  -7.163  -17.075
H  1.061  -8.378  -16.366

Atoms 1-6, force components in eV/Å:
N 0.482 -1.274 -0.178
C -0.022 -0.199 -0.305
C -0.616 0.934 0.573
C -0.695 -1.187 -1.309
C 0.370 1.819 1.377
C -0.445 -0.335 0.053

Record 2
# C41H41FNiP2

C41H41FNiP2 as an isolated structure at a distorted geometry (wB97M-V/def2-TZVPD, the Open Molecules 2025 dataset).

Energy above the lowest of the compared OMol25 structures with the same formula, charge and spin, eV: 1.711
Calculated total energy, eV: -105513.4538
2S+1: 3

Positions of all 86 atoms, in Å:
Ni  2.046  2.921  2.285
C  3.225  5.091  0.925
C  2.238  4.267  0.445
C  2.364  3.345  -0.759
C  2.672  1.920  -0.350
C  3.542  1.836  0.896
C  4.700  2.550  1.020
C  5.169  3.647  0.152
C  4.662  5.045  0.617
C  1.909  1.904  3.855
H  2.945  5.926  1.576
H  1.210  4.642  0.564
H  3.117  3.699  -1.467
H  1.408  3.368  -1.305
H  1.736  1.404  -0.129
H  3.109  1.383  -1.202
H  3.489  0.886  1.455
H  5.359  2.333  1.857
H  4.884  3.512  -0.901
H  6.272  3.683  0.216
H  5.195  5.330  1.539
H  4.921  5.808  -0.141
H  1.326  2.564  4.513
H  2.852  1.618  4.363
H  1.333  1.032  3.508
P  -3.462  -1.674  -1.569
P  -1.872  -3.878  -0.596
C  -2.333  -2.402  -2.788
C  -1.839  -3.614  -2.381
C  -5.095  -1.602  -2.435
C  -5.222  -1.678  -3.832
C  -6.474  -1.491  -4.449
C  -7.630  -1.323  -3.664
C  -7.534  -1.388  -2.258
C  -6.279  -1.537  -1.651
C  -2.793  0.057  -1.573
C  -1.555  0.247  -0.928
C  -0.957  1.502  -0.942
C  -1.597  2.566  -1.582
C  -2.842  2.393  -2.194
C  -3.453  1.136  -2.179
C  -2.184  -5.726  -0.636
C  -3.461  -6.113  -1.097
C  -3.688  -7.442  -1.456
C  -2.684  -8.406  -1.304
C  -1.455  -8.034  -0.749
C  -1.203  -6.702  -0.385
C  -0.082  -3.837  -0.138
C  0.263  -3.927  1.229
C  1.593  -4.117  1.600
C  2.586  -4.162  0.612
C  2.262  -3.949  -0.730
C  0.930  -3.736  -1.100
H  -2.100  -1.813  -3.691
H  -1.529  -4.445  -3.023
H  -4.341  -1.876  -4.445
H  -6.547  -1.468  -5.547
H  -8.605  -1.164  -4.147
H  -8.450  -1.313  -1.650
H  -6.212  -1.594  -0.561
H  -1.088  -0.600  -0.419
H  -0.012  1.647  -0.425
H  -1.127  3.542  -1.583
H  -3.354  3.234  -2.661
H  -4.436  0.987  -2.632
H  -4.239  -5.351  -1.217
H  -4.654  -7.716  -1.870
H  -2.858  -9.434  -1.624
H  -0.670  -8.777  -0.606
H  -0.230  -6.422  0.043
H  -0.522  -3.883  1.984
H  1.858  -4.248  2.651
H  3.617  -4.351  0.895
H  3.037  -3.965  -1.500
H  0.667  -3.537  -2.139
F  4.496  7.325  6.041
C  3.938  6.389  5.202
C  4.703  5.302  4.803
C  4.118  4.347  3.947
C  2.790  4.448  3.586
C  2.039  5.547  3.975
C  2.630  6.567  4.764
H  5.724  5.189  5.144
H  4.688  3.487  3.603
H  0.990  5.632  3.679
H  2.057  7.445  5.063

Atoms 1-6, force components in eV/Å:
Ni 1.570 2.274 0.494
C -1.840 -0.169 -0.524
C 0.049 1.787 -1.039
C -0.147 0.271 -0.124
C -0.068 -0.481 0.310
C 1.700 -0.932 -0.920

Record 3
# C41H41I2O4RhSe

C41H41I2O4RhSe as an isolated structure (wB97M-V/def2-TZVPD, the Open Molecules 2025 dataset).

Energy above the lowest of the compared OMol25 structures with the same formula, charge and spin, eV: 1.539
Calculated total energy, eV: -135925.3021
2S+1: 5

Positions of all 90 atoms, in Å:
Rh  -0.019  0.026  0.071
C  -1.389  -5.595  3.226
C  -2.071  -4.266  3.048
C  -3.391  -4.164  3.776
O  -1.229  -3.217  3.508
C  -0.846  -2.375  2.415
C  -1.969  -2.658  1.397
O  -2.236  -4.036  1.661
C  -1.672  -2.468  -0.105
O  -1.552  -1.062  -0.326
C  -0.459  -3.346  -0.496
C  -0.669  -4.675  -0.879
C  0.391  -5.511  -1.204
C  1.697  -5.041  -1.157
C  1.930  -3.732  -0.758
C  0.860  -2.910  -0.424
C  -2.891  -2.827  -0.990
C  -2.755  -2.574  -2.358
C  -3.809  -2.795  -3.232
C  -5.030  -3.268  -2.752
C  -5.178  -3.510  -1.395
C  -4.114  -3.291  -0.515
C  -0.697  -0.944  2.970
O  -0.362  0.005  1.961
C  0.480  -0.799  3.957
C  1.193  -1.840  4.553
C  2.268  -1.565  5.400
C  2.646  -0.258  5.668
C  1.935  0.786  5.082
C  0.870  0.513  4.238
C  -2.028  -0.565  3.645
C  -3.080  -0.073  2.873
C  -4.308  0.221  3.455
C  -4.494  0.047  4.823
C  -3.448  -0.430  5.600
C  -2.223  -0.735  5.014
H  -1.228  -5.797  4.289
H  -0.427  -5.578  2.706
H  -2.009  -6.387  2.796
H  -3.220  -4.207  4.856
H  -4.053  -4.983  3.479
H  -3.866  -3.206  3.542
H  0.114  -2.691  2.010
H  -2.836  -2.046  1.631
H  -1.682  -5.058  -0.924
H  0.192  -6.535  -1.503
H  2.527  -5.689  -1.425
H  2.943  -3.346  -0.702
H  1.107  -1.924  -0.069
H  -1.808  -2.194  -2.734
H  -3.679  -2.594  -4.292
H  -5.857  -3.442  -3.433
H  -6.125  -3.876  -1.009
H  -4.251  -3.494  0.542
H  0.919  -2.870  4.367
H  2.809  -2.388  5.852
H  3.485  -0.052  6.322
H  2.212  1.815  5.284
H  0.310  1.333  3.793
H  -2.940  0.062  1.808
H  -5.117  0.594  2.837
H  -5.451  0.282  5.279
H  -3.583  -0.574  6.666
H  -1.414  -1.117  5.628
I  2.032  1.722  0.808
C  2.217  2.803  -0.939
I  0.777  0.028  -2.442
H  3.225  3.099  -1.220
H  1.355  3.389  -1.218
C  -7.279  3.399  1.176
C  -5.856  3.068  0.792
C  -5.576  2.094  -0.158
C  -4.270  1.795  -0.543
C  -3.968  0.726  -1.571
C  -3.240  2.515  0.054
Se  -1.473  2.256  -0.605
C  -3.468  3.457  1.055
C  -2.327  4.166  1.751
C  -4.789  3.728  1.395
H  -7.987  2.706  0.715
H  -7.540  4.411  0.854
H  -7.416  3.357  2.261
H  -6.397  1.540  -0.615
H  -4.863  0.159  -1.829
H  -3.214  0.019  -1.202
H  -3.575  1.168  -2.495
H  -1.450  3.517  1.853
H  -2.619  4.478  2.753
H  -2.020  5.059  1.194
H  -4.987  4.457  2.178

Atoms 1-6, force components in eV/Å:
Rh -0.618 -0.200 0.134
C 0.158 -0.306 -0.026
C 0.015 0.257 -0.200
C -0.218 0.075 0.136
O 0.396 0.212 -0.105
C -0.253 -0.068 0.095